(1)
Molecular formula: C4H10N2O2
Method: DFT, ωB97M-V with the def2-TZVPD basis set

## Properties
- ΔE to the lowest compared entry with this formula, charge and spin (kcal/mol) = 80.54
- SMILES = CN/C(N)=C(\O)CO
- spin multiplicity = 1

Atoms and positions in Å:
C1 2.1692 0.0459 -0.1669
C2 -2.7198 -0.0362 0.5058
N1 -1.6396 -0.2446 -0.4337
C3 0.6174 -0.4514 -0.1617
C4 -0.3160 0.4569 -0.3918
N2 -0.2542 1.8044 -0.2656
O1 0.5312 -1.8181 -0.1125
O2 2.9466 -1.1521 0.0130
H1 1.4786 -2.1094 -0.0675
H2 3.8707 -0.9223 -0.1795
H3 -1.5260 -1.2287 -0.6863
H4 0.2448 2.1358 0.5506
H5 -1.1505 2.2517 -0.4064
H6 2.3704 0.7208 0.6683
H7 2.4419 0.5018 -1.1220
H8 -3.6046 -0.6037 0.1966
H9 -2.4474 -0.3684 1.5141
H10 -3.0127 1.0175 0.5455

natural (NBO) atomic charge list, values in e, 4 entries: atom 1 (C): -0.115, atom 2 (C): -0.404, atom 3 (N): -0.660, atom 4 (C): 0.189

(2)
Molecular formula: C11H13BiClO
Method: DFT, ωB97M-V with the def2-TZVPD basis set

## Properties
- net charge = -1
- spin multiplicity = 1

Atoms and positions in Å:
C1 1.1232 -2.2873 1.5632
C2 1.0910 -2.0894 0.1464
C3 -0.2977 -2.0459 -0.2578
H1 1.9474 -2.0543 -0.5222
C4 -1.0964 -2.1895 0.9189
C5 -0.2185 -2.3480 2.0329
H2 -0.5274 -2.5617 3.0570
H3 2.0154 -2.4014 2.1743
H4 -0.6706 -1.9657 -1.2804
H5 -2.1824 -2.2026 0.9583
Bi1 0.4310 0.8367 -0.0369
Cl1 2.6944 1.4804 0.7379
C6 -0.0210 2.5622 -1.8021
C7 -1.2599 1.8958 -2.1266
C8 -0.9483 0.6526 -2.7457
H6 -2.2544 2.3307 -2.0211
C9 0.4657 0.5241 -2.8427
C10 1.0669 1.7137 -2.2806
H7 2.1179 1.9927 -2.3022
H8 0.0881 3.5909 -1.4519
H9 -1.6833 -0.0389 -3.1623
H10 1.0108 -0.2892 -3.3266
C11 -0.5767 0.9615 2.9478
O1 -0.7252 1.4985 1.6283
H11 0.2857 0.2788 3.0359
H12 -1.4538 0.3723 3.2878
H13 -0.4218 1.7831 3.6705

natural (NBO) atomic charge list, values in e, 4 entries: atom 1 (C): -0.337, atom 2 (C): -0.411, atom 3 (C): -0.393, atom 4 (H): 0.206

Maximum force for every record listed, in sequence, given in eV/A: 6.3 2.8.
Electronic energy for every record listed, in sequence, given in eV: -11383.4102 -32027.4621.
Frontier orbital gap for every record listed, in sequence, given in eV: 7.637 6.976.